No. 1
The following is a quantum chemistry calculation of an isolated ion of composition C5H10N and charge +1 in a non-equilibrium geometry, from the OMol25 dataset.

## Properties
Lowest unoccupied orbital energy = -4.61 eV
SMILES = CC=C=[N+](C)C
Gap between HOMO and LUMO = 10.35 eV

```
! RIJCOSX wB97M-V def2-TZVPD def2/J DEFGRID3
* xyz 1 1
C -0.33305 -0.01260 0.30242
C -1.65032 0.21025 0.50749
C -2.75415 -0.10306 -0.31968
C 1.77213 -1.21351 -0.08330
C 1.67462 1.19196 -0.00605
N 0.96384 0.00575 0.05286
H -1.81498 0.39541 1.63519
H -3.32272 0.81638 -0.48445
H -3.55674 -0.69705 0.17377
H -2.61433 -0.63968 -1.29345
H 1.32452 -2.05395 -0.53283
H 2.55279 -0.87052 -0.84268
H 2.14884 -1.66550 0.88437
H 2.50770 1.18606 0.75180
H 2.20087 1.47770 -1.01318
H 0.90098 1.97236 0.26771
*
```

No. 2
The following is a quantum chemistry calculation of an isolated ion of composition C5H10N and charge +1 in a non-equilibrium geometry, from the OMol25 dataset.

## Properties
Lowest unoccupied orbital energy = -3.77 eV
SMILES = C=C1C[C@@]1(C)[NH3+]
Gap between HOMO and LUMO = 10.59 eV

```
! RIJCOSX wB97M-V def2-TZVPD def2/J DEFGRID3
* xyz 1 1
C -1.26444 0.02141 0.11975
C -2.26011 0.06003 -0.70467
C -0.45876 0.13571 1.41070
C 0.33517 0.05423 0.11951
C 1.20391 1.17231 -0.39348
N 0.98332 -1.28355 -0.20516
H -2.12547 -0.10835 -1.68377
H -3.27956 -0.03002 -0.26287
H -0.51859 1.15766 1.98721
H -0.31540 -0.72248 2.20968
H 1.92088 1.44424 0.45848
H 0.75642 2.01244 -0.74311
H 1.59978 0.96494 -1.33802
H 1.85697 -1.42745 0.37545
H 1.17889 -1.35976 -1.28116
H 0.38697 -2.09136 -0.06854
*
```

No. 3
The following is a quantum chemistry calculation of an isolated ion of composition C5H10N and charge +1 in a non-equilibrium geometry, from the OMol25 dataset.

## Properties
Lowest unoccupied orbital energy (spin up / spin down) = -2.94 / -8.98 eV
⟨S²⟩ = 2.0073
Gap between HOMO and LUMO (spin up / spin down) = 8.49 / 7.42 eV

```
! RIJCOSX wB97M-V def2-TZVPD def2/J DEFGRID3
* xyz 1 3
C -1.37938 -0.98183 -0.09970
C 0.06556 -1.22264 0.14165
C -0.20610 1.01543 -0.06133
C -1.74223 0.52700 0.06928
C 2.18802 0.11138 -0.02812
N 0.78332 -0.18802 0.00762
H -1.43373 -1.11140 -1.19317
H -2.04803 -1.68834 0.50041
H 0.65531 -2.11289 0.30929
H -0.12947 1.38218 -1.02123
H 0.15822 1.79280 0.69678
H -1.99936 0.74564 1.16812
H -2.47739 0.91410 -0.61035
H 2.74114 -0.76255 -0.46215
H 2.34606 1.08684 -0.56286
H 2.55724 0.09760 1.06278
*
```

No. 4
The following is a quantum chemistry calculation of an isolated ion of composition C5H10N and charge +1 in a non-equilibrium geometry, from the OMol25 dataset.

## Properties
Lowest unoccupied orbital energy (spin up / spin down) = -3.36 / -6.55 eV
⟨S²⟩ = 2.0062
Gap between HOMO and LUMO (spin up / spin down) = 8.00 / 8.74 eV

```
! RIJCOSX wB97M-V def2-TZVPD def2/J DEFGRID3
* xyz 1 3
C 0.10209 0.56223 1.69690
C -1.00126 -0.40844 1.35330
C 1.20121 -0.85601 -0.26057
C -0.05524 -0.24951 -1.85613
C 0.13462 0.01954 0.35329
N -0.35862 0.79882 -0.90671
H -0.16242 1.65414 1.90959
H 0.85989 0.31412 2.31628
H -0.95791 -1.38607 1.81708
H -1.81128 0.13489 1.00201
H 1.16532 -2.02975 -0.31858
H 2.07364 -0.38530 -0.39214
H 0.57245 0.14246 -2.74119
H -0.67946 -1.01969 -2.01584
H 0.23756 1.63406 -1.15751
H -1.32058 1.07452 -0.79978
*
```

No. 5
The following is a quantum chemistry calculation of an isolated ion of composition C5H10N and charge +1 in a non-equilibrium geometry, from the OMol25 dataset.

## Properties
Lowest unoccupied orbital energy (spin up / spin down) = -3.52 / -6.39 eV
⟨S²⟩ = 2.0071
Gap between HOMO and LUMO (spin up / spin down) = 7.68 / 8.64 eV

```
! RIJCOSX wB97M-V def2-TZVPD def2/J DEFGRID3
* xyz 1 3
C -1.64229 -0.78791 0.01687
C -0.38493 -1.07623 0.13493
C -2.07702 0.59667 0.08535
C 0.09621 1.22542 0.17109
C 1.81368 -0.55937 -0.18331
N 0.63607 -0.07722 0.48008
H -2.17154 -1.65437 -0.35572
H -0.04212 -2.15310 0.18958
H -2.34966 0.99106 -0.88621
H -2.64202 0.94878 0.95222
H 0.19430 1.52790 -0.91058
H -0.00719 1.91108 1.03014
H 1.67324 -1.59789 -0.22357
H 1.97306 -0.15474 -1.18607
H 2.75346 -0.44200 0.31294
H 0.81876 -0.19172 1.57536
*
```

No. 6
The following is a quantum chemistry calculation of an isolated ion of composition C5H10N2 and charge -1 in a non-equilibrium geometry, from the OMol25 dataset.

## Properties
Lowest unoccupied orbital energy (spin up / spin down) = 4.32 / 4.32 eV
⟨S²⟩ = 0.7538
Gap between HOMO and LUMO (spin up / spin down) = 5.57 / 6.43 eV

```
! RIJCOSX wB97M-V def2-TZVPD def2/J DEFGRID3
* xyz -1 2
C 0.97907 0.23359 1.57245
C 0.60327 -1.00849 0.79537
C -0.13388 -0.74366 -0.50501
C -1.10340 -1.59864 -0.90345
C -0.58339 1.20732 -1.76623
N 0.32481 0.29670 -1.31738
N -0.07502 1.24657 1.70801
H 1.34484 -0.07047 2.56151
H 1.79636 0.75641 1.02608
H 0.00411 -1.64883 1.45692
H 1.52852 -1.51291 0.48789
H -1.68734 -2.16804 -0.18509
H -1.34924 -1.76763 -1.94869
H -1.19726 0.89467 -2.64202
H -0.50329 2.23028 -1.40217
H -0.51501 1.38597 0.81171
H 0.28077 2.10180 2.09849
*
```